2 unconnected molecules or ions with the total composition C4H10ClNO, computed with ωB97M-V with the def2-TZVPD basis set.

```
! RIJCOSX wB97M-V def2-TZVPD def2/J DEFGRID3
* xyz 0 1
C -0.81 1.35 0.50
C -0.93 -0.22 -1.47
C -0.13 0.14 -0.25
C 1.91 -1.56 1.86
N -0.18 -1.20 0.34
O 2.79 -1.78 0.92
Cl 1.28 -2.90 2.78
H -0.25 2.21 0.06
H -1.87 1.18 0.31
H -0.67 1.29 1.58
H -1.26 0.70 -2.11
H -1.81 -0.59 -1.20
H -0.36 -0.82 -2.08
H 0.83 0.30 -0.58
H 2.03 -0.57 2.36
H -0.80 -1.24 1.08
H 2.39 -2.30 0.23
*
```

Relative energy (zero: lowest compared OMol25 entry of this formula, charge and spin)   5.230 eV
Orbital gap (spin up / spin down)   0.367 / 0.289 hartree
E_LUMO (spin up / spin down)   0.8 / 0.2 eV
E_tot   -748.42879 Ha

---

A molecular structure, C43H36N8OPPd, computed with ωB97M-V with the def2-TZVPD basis set.

```
! RIJCOSX wB97M-V def2-TZVPD def2/J DEFGRID3
* xyz 3 5
Pd -0.07 -0.13 0.28
C 1.73 -2.97 -2.92
C 0.87 -2.37 -1.98
N 1.09 -1.17 -1.52
C 2.17 -0.47 -2.02
C 3.08 -1.16 -2.88
N 2.86 -2.37 -3.31
C 2.26 0.90 -1.71
C 3.17 1.79 -2.35
C 3.13 3.14 -2.11
C 2.13 3.57 -1.15
C 1.25 2.64 -0.55
N 1.31 1.36 -0.81
C 0.18 3.04 0.39
C 0.01 4.35 0.84
N -0.99 4.70 1.64
C -1.83 3.76 2.02
C -1.66 2.43 1.61
N -0.67 2.09 0.81
C 4.01 4.08 -2.79
C 3.81 5.48 -2.67
C 4.63 6.36 -3.34
N 5.58 5.83 -4.08
C 5.88 4.56 -4.26
C 5.08 3.65 -3.60
H 1.52 -3.96 -3.32
H -0.01 -2.89 -1.61
H 4.01 -0.70 -3.20
H 3.88 1.37 -3.05
H 2.06 4.60 -0.87
H 0.70 5.14 0.56
H -2.65 4.05 2.66
H -2.33 1.65 1.95
H 3.03 5.91 -2.07
H 4.53 7.44 -3.29
H 6.71 4.29 -4.89
H 5.34 2.61 -3.73
C -3.37 1.57 -3.39
C -2.33 0.63 -2.77
C -0.96 1.30 -2.82
C -2.78 0.25 -1.36
C -4.14 -0.47 -1.40
O -3.92 -1.69 -0.67
C -2.65 -1.75 -0.32
N -1.92 -0.73 -0.63
C -2.33 -3.01 0.40
C -3.30 -4.02 0.32
C -3.17 -5.20 1.01
C -2.07 -5.41 1.83
C -1.09 -4.43 1.92
C -1.20 -3.24 1.19
P 0.17 -2.11 1.50
C 0.10 -1.78 3.26
C -0.88 -0.90 3.72
C -1.01 -0.66 5.08
C -0.16 -1.30 5.98
C 0.81 -2.18 5.52
C 0.95 -2.43 4.17
C 1.69 -2.99 1.09
C 2.92 -2.47 1.51
C 4.09 -3.15 1.20
C 4.04 -4.33 0.48
C 2.82 -4.85 0.06
C 1.65 -4.18 0.36
H -3.04 1.90 -4.37
H -3.50 2.46 -2.77
H -4.35 1.10 -3.52
H -2.28 -0.29 -3.36
H -0.99 2.26 -2.28
H -0.68 1.51 -3.85
H -0.19 0.67 -2.39
H -2.82 1.16 -0.75
H -4.42 -0.75 -2.42
H -4.96 0.07 -0.94
H -4.17 -3.86 -0.30
H -3.93 -5.96 0.93
H -1.97 -6.32 2.41
H -0.24 -4.59 2.56
H -1.54 -0.41 3.02
H -1.77 0.02 5.44
H -0.26 -1.11 7.04
H 1.46 -2.68 6.23
H 1.71 -3.11 3.82
H 2.97 -1.56 2.09
H 5.04 -2.76 1.55
H 4.96 -4.86 0.24
H 2.79 -5.78 -0.49
H 0.70 -4.60 0.05
N 2.18 0.77 2.23
C 1.39 0.34 1.51
*
```

Relative energy (zero: lowest compared OMol25 entry of this formula, charge and spin)   0.600 eV
<S²>   6.056
Orbital gap (spin up / spin down)   0.188 / 0.160 hartree
E_LUMO (spin up / spin down)   -9.0 / -11.6 eV
E_tot   -2641.64377 Ha

---

A molecular structure, C15H30BeBrCaF2LiN2O9P2, computed with ωB97M-V with the def2-TZVPD basis set.

```
! RIJCOSX wB97M-V def2-TZVPD def2/J DEFGRID3
* xyz 0 1
C -4.05 -4.52 1.01
C -4.17 -3.94 -0.46
P -3.88 -2.07 -0.61
C -4.37 -1.18 0.96
N -2.08 -1.94 -0.87
C -1.68 -0.54 -1.23
C -0.39 -0.58 -2.13
C -0.33 0.58 -3.22
O -0.83 0.17 -4.52
C -2.18 -0.24 -4.48
P -1.15 -2.72 0.49
O -0.06 -3.82 -0.28
Br 0.19 -1.28 1.58
H -4.87 -5.25 1.25
H -3.10 -5.12 1.08
H -3.99 -3.75 1.82
H -3.32 -4.40 -1.06
H -5.10 -4.26 -0.99
H -5.41 -1.54 1.21
H -3.70 -1.53 1.79
H -4.37 -0.07 0.85
H -1.91 -2.51 -1.72
H -2.55 -0.10 -1.80
H -1.55 0.14 -0.34
H 0.52 -0.51 -1.48
H -0.27 -1.56 -2.71
H 0.77 0.79 -3.37
H -0.79 1.55 -2.85
H -2.35 -1.21 -3.94
H -2.56 -0.39 -5.52
H -2.87 0.52 -3.96
H -0.34 -3.98 -1.22
O -1.40 -3.44 -4.26
H -1.47 -4.39 -4.45
H -1.39 -3.03 -5.13
F 0.43 -5.51 0.76
Ca -2.83 2.43 -4.38
C 1.75 4.84 -3.43
C 0.23 5.07 -3.53
O -0.36 4.42 -4.45
O -0.24 5.87 -2.72
H 2.09 4.13 -4.18
H 2.28 5.78 -3.58
H 2.00 4.45 -2.44
C 0.91 -0.80 4.88
O 0.34 -1.33 3.90
O 0.56 -0.99 6.09
O 1.90 0.00 4.79
N 5.44 2.22 4.52
C 6.24 3.13 5.10
C 5.84 3.95 6.15
C 4.54 3.83 6.61
C 3.70 2.89 6.02
C 4.20 2.12 4.99
H 7.24 3.19 4.70
H 6.52 4.67 6.58
H 4.19 4.46 7.43
H 2.68 2.76 6.35
H 3.57 1.38 4.51
Be 0.97 -2.90 -2.44
F 4.23 5.23 -3.74
O 2.78 -0.66 -3.11
H 3.48 -1.28 -2.88
Li 2.33 2.75 8.08
*
```

Orbital gap   0.077 hartree
E_LUMO   -3.8 eV
E_tot   -5531.73477 Ha

---

What is the E_tot in the second record?
-2641.64377 Ha